# 1
Here is 4 unconnected molecules or ions with the total composition C39H67FN5O8S3 in a non-equilibrium geometry from the Open Molecules 2025 dataset. Energies are from ωB97M-V/def2-TZVPD.

Geometry as XYZ:
```
123
Properties=species:S:1:pos:R:3:forces:R:3:lowdin_charge:R:1
C 3.136137 6.009913 1.274522 0.0 -0.2 0.4 -0.11
C 2.783430 5.186899 2.511025 0.0 0.0 -0.1 -0.27
C 2.356330 3.765998 2.156651 0.0 0.1 0.6 -0.20
C 1.686013 3.046742 3.332301 -0.1 0.0 -0.5 -0.17
N 0.566902 2.111871 2.953816 0.0 0.2 1.0 -0.16
C 0.990193 0.718552 3.151378 0.2 -0.4 -0.4 -0.23
C 0.038389 -0.293757 2.510484 -0.1 0.1 -0.2 -0.20
C 0.657685 -1.095419 1.362324 -0.2 -0.2 0.3 -0.17
C -0.421526 -1.573847 0.377046 0.0 0.1 0.2 -0.10
C 0.107035 -1.932493 -0.967126 -0.3 -0.5 0.5 -0.13
N 0.041137 -3.228748 -1.384786 -0.1 -0.2 0.1 0.17
C 0.462435 -3.653131 -2.559028 -0.1 -0.3 0.0 0.03
C 1.009450 -2.763905 -3.459698 0.2 0.5 -0.3 -0.13
C 1.438953 -3.202694 -4.722428 0.3 0.2 -0.6 0.02
C 1.951164 -2.315458 -5.641549 -0.4 -0.4 0.4 -0.16
C 2.479868 -2.801978 -6.967585 0.1 -0.1 0.1 -0.18
S 1.803795 -4.375511 -7.485933 -0.2 0.0 0.2 0.69
O 0.382479 -4.360646 -7.297482 0.0 0.0 0.0 -0.32
O 2.615554 -5.414634 -6.921852 0.0 -0.1 0.0 -0.33
C 2.057840 -0.932166 -5.303909 0.0 0.0 -0.2 -0.09
C 2.634622 0.051275 -6.279501 0.1 -0.2 -0.4 -0.10
C 1.743518 0.432081 -7.477915 -0.1 0.3 0.1 -0.17
C 0.635314 1.441103 -7.177169 -0.1 -0.2 -0.2 -0.18
C -0.483685 0.955445 -6.263297 -0.1 0.0 -0.2 -0.18
C -1.326253 -0.177592 -6.866611 0.0 0.2 0.3 -0.15
C -1.826051 -1.078035 -5.764523 -0.1 -0.2 -0.2 -0.19
O -2.676412 -2.079824 -6.332190 -0.2 0.3 0.0 0.01
C -3.510489 -2.754839 -5.505848 -0.5 -0.4 -0.3 -0.52
C -3.029044 -3.029870 -4.104023 0.0 0.3 0.1 0.02
O -4.575308 -3.144237 -5.901330 0.6 0.1 0.1 0.13
C 1.680415 -0.503647 -4.055133 -0.1 0.0 0.4 -0.21
O 1.759515 0.829792 -3.762771 0.0 0.0 0.0 0.07
C 1.125406 -1.397061 -3.102296 0.2 0.1 -0.4 0.02
C 0.646406 -1.042457 -1.827420 0.2 0.2 -0.3 -0.14
F 0.697630 0.209073 -1.417769 0.0 0.6 0.1 0.15
C -0.628641 2.417448 3.616915 0.3 0.1 -0.4 -1.11
S -1.373561 1.441875 4.680180 -0.2 0.0 0.1 0.77
S -1.341609 4.011233 3.315886 -0.2 0.2 0.1 0.91
C -1.393985 4.153601 1.509826 0.1 -0.2 -0.1 -0.49
C -2.116155 3.016205 0.809221 -0.1 0.1 -0.3 -0.29
C -2.056184 3.169920 -0.722444 0.0 0.0 0.2 -0.09
H 3.813981 5.455456 0.629761 0.1 0.0 -0.2 0.07
H 3.609855 6.942704 1.563576 0.1 0.1 -0.1 0.07
H 2.226540 6.241771 0.725978 0.0 0.0 -0.2 0.07
H 3.633679 5.140737 3.190553 0.1 0.1 0.1 0.11
H 1.974142 5.685867 3.044707 -0.1 0.0 0.1 0.11
H 1.656362 3.793560 1.335618 -0.1 -0.1 -0.4 0.09
H 3.250710 3.215753 1.868512 0.0 -0.2 -0.4 0.11
H 2.428701 2.446978 3.853511 0.0 -0.1 0.2 0.12
H 1.312283 3.768509 4.049910 -0.1 0.1 0.0 0.10
H 1.132695 0.486558 4.207469 -0.1 0.2 0.2 0.11
H 1.968477 0.634628 2.679909 0.1 0.0 -0.1 0.12
H -0.825622 0.247965 2.133176 -0.1 0.1 -0.1 0.08
H -0.355459 -0.971560 3.262434 0.0 -0.1 0.1 0.11
H 1.426800 -0.518867 0.856216 0.0 0.1 -0.1 0.11
H 1.118164 -1.985118 1.790109 0.4 0.0 -0.1 0.12
H -0.933098 -2.434511 0.805662 -0.1 -0.1 0.0 0.13
H -1.178884 -0.800062 0.253577 0.0 0.1 -0.1 0.13
H -0.367438 -3.899367 -0.747652 0.0 0.0 0.1 0.19
H 0.352679 -4.696722 -2.805073 -0.1 -0.2 0.1 0.16
H 1.365615 -4.258261 -4.928056 0.0 -0.1 -0.1 0.12
H 2.287702 -2.118227 -7.786432 -0.1 0.2 0.0 0.09
H 3.556270 -2.961974 -6.901747 0.1 0.0 -0.1 0.12
H 2.040992 -4.305930 -8.815275 0.1 0.0 -0.1 0.09
H 3.558521 -0.389842 -6.659000 0.1 0.0 0.0 0.13
H 2.916234 0.968621 -5.777846 0.0 0.0 0.2 0.12
H 1.301202 -0.433208 -7.964586 0.0 -0.2 0.0 0.09
H 2.400266 0.886241 -8.217402 0.1 0.0 -0.1 0.12
H 1.066200 2.365714 -6.797668 0.1 0.0 0.2 0.12
H 0.177013 1.697869 -8.134106 0.0 0.1 -0.1 0.12
H -0.089993 0.661953 -5.294213 0.0 0.0 0.1 0.08
H -1.148488 1.797501 -6.080173 0.0 0.1 0.2 0.12
H -2.189775 0.251965 -7.367253 0.0 -0.1 -0.2 0.13
H -0.768325 -0.760939 -7.595573 0.0 -0.1 -0.1 0.11
H -0.980017 -1.546872 -5.257209 0.1 0.0 0.1 0.10
H -2.391077 -0.474801 -5.052637 0.0 0.0 0.2 0.14
H -3.452410 -3.969329 -3.773947 0.0 -0.1 0.0 0.09
H -1.945678 -3.030356 -4.019122 0.1 -0.1 -0.1 0.05
H -3.406131 -2.241987 -3.451691 -0.1 0.0 0.1 0.10
H 2.513015 1.003454 -3.186094 0.0 0.1 0.1 0.14
H -0.399612 4.257960 1.105871 0.4 0.0 -0.1 0.05
H -1.914125 5.088724 1.313543 0.0 0.2 0.2 0.08
H -3.153793 2.994806 1.132274 -0.1 -0.1 0.2 0.11
H -1.662757 2.072913 1.093507 0.1 -0.2 0.2 0.07
H -1.377123 3.968133 -1.015062 0.0 0.1 0.0 0.07
H -3.035903 3.395368 -1.131803 -0.1 0.1 -0.1 0.07
H -1.689993 2.261860 -1.193491 0.0 -0.1 -0.1 0.05
C -1.627385 -2.288919 8.209425 0.0 -0.1 0.0 -0.36
O -0.668337 -2.421890 7.470634 0.0 0.0 0.0 0.00
N -2.180386 -1.107033 8.532318 -0.1 0.0 0.1 -0.19
C -3.335345 -0.999996 9.402464 0.1 0.2 -0.1 -0.05
C -1.591779 0.098788 7.974205 0.0 -0.2 0.1 -0.05
H -2.136511 -3.148091 8.677953 0.0 0.0 0.0 0.13
H -4.166365 -0.523169 8.879796 0.0 0.0 0.0 0.08
H -3.086878 -0.406223 10.285990 0.0 0.0 0.0 0.09
H -3.647397 -1.991406 9.724208 0.0 0.0 0.0 0.09
H -1.611450 0.049865 6.888119 0.0 0.0 0.0 0.01
H -0.550768 0.187462 8.287560 0.0 0.1 0.0 0.10
H -2.151422 0.967201 8.312089 0.0 0.0 0.0 0.09
C -6.540991 0.459665 10.196049 0.0 -0.1 0.0 -0.37
O -6.652664 0.381410 8.987670 0.0 0.0 0.0 0.00
N -6.212774 1.582376 10.860944 0.0 0.1 0.1 -0.20
C -6.082453 1.616461 12.303752 0.0 0.1 -0.1 -0.06
C -5.987070 2.797143 10.094786 0.0 -0.1 0.0 -0.04
H -6.692926 -0.408924 10.860150 0.0 0.0 0.0 0.14
H -6.790180 2.324720 12.738022 0.0 0.0 0.0 0.09
H -5.071836 1.911772 12.592629 0.0 0.0 0.0 0.09
H -6.286184 0.628577 12.711252 0.0 0.0 0.0 0.08
H -6.880779 3.063331 9.530744 0.0 0.0 0.0 0.09
H -5.172848 2.654129 9.383618 0.0 0.0 0.0 0.09
H -5.734709 3.605433 10.776077 0.0 0.0 0.0 0.09
C 6.676872 -1.694990 -4.402585 0.0 0.1 -0.1 -0.35
O 6.324220 -0.571382 -4.098183 0.0 0.0 0.0 0.01
N 5.957481 -2.799810 -4.117518 0.0 -0.1 -0.1 -0.19
C 6.360732 -4.135221 -4.517656 -0.1 0.1 0.1 -0.04
C 4.727362 -2.600709 -3.378597 0.1 -0.1 0.0 -0.04
H 7.607912 -1.901906 -4.953642 0.0 0.0 0.0 0.14
H 5.608893 -4.590378 -5.166550 0.0 0.0 0.0 0.08
H 6.499266 -4.774120 -3.644045 0.0 0.0 0.0 0.09
H 7.301852 -4.081947 -5.059940 0.0 0.0 0.0 0.09
H 4.067858 -1.933363 -3.932648 0.0 0.0 0.1 0.07
H 4.943004 -2.142675 -2.411732 -0.1 0.0 0.0 0.10
H 4.232876 -3.558897 -3.230080 0.0 0.0 0.0 0.09
```
Forces are in eV/Å.

Summary:
Net charge: +1
HOMO energy: -0.367 Eh
HOMO-LUMO gap: 5.638 eV
Max |F|: 1.1 eV/Å
Electronic energy: -100576.7668 eV


# 2
Here is a molecular structure, C20H36Cl2N2O3PTb in a non-equilibrium geometry from the Open Molecules 2025 dataset. Energies are from ωB97M-V/def2-TZVPD.

Geometry as XYZ:
```
65
Properties=species:S:1:pos:R:3:forces:R:3:lowdin_spin:R:1
O 0.052657 0.133337 -1.260225 0.7 -0.6 0.7 -0.02
C -0.822744 0.387557 -2.297924 -0.6 0.3 -0.2 0.00
C -0.487661 1.709207 -2.990496 -0.2 -0.1 -0.2 0.00
C 0.305491 2.663908 -2.355451 0.0 -0.1 0.0 0.00
H 0.665878 2.466970 -1.342232 0.0 0.1 -0.4 0.00
C 0.598887 3.870950 -2.988500 -0.2 -0.1 -0.1 0.00
H 1.251266 4.581999 -2.483504 -0.2 0.0 -0.2 0.00
C 0.034269 4.161415 -4.232243 0.2 0.0 0.0 0.00
H 0.248681 5.112684 -4.722085 -0.1 -0.2 0.1 0.00
C -0.790694 3.223476 -4.857941 0.0 -0.2 0.0 0.00
H -1.260298 3.449304 -5.817382 0.2 0.0 0.2 0.00
C -1.023761 1.987717 -4.255515 0.1 0.1 0.3 0.00
H -1.653769 1.229430 -4.730437 0.2 0.3 0.1 0.00
H -0.759312 -0.417342 -3.050381 0.1 0.1 -0.1 0.00
C -2.786046 -1.038654 -1.440676 -0.1 -0.2 0.2 0.00
C -2.250898 0.331064 -1.730102 0.3 1.2 0.0 0.00
H -3.871870 -1.067739 -1.596033 0.3 -0.2 0.0 0.00
H -2.604358 -1.328704 -0.390620 -0.1 0.1 -0.3 0.00
H -2.292342 -1.773558 -2.087545 -0.2 0.0 0.1 0.00
C -2.861346 1.461553 -1.347595 0.1 -0.4 -0.1 0.00
C -4.179531 1.549923 -0.656292 -0.4 -0.1 0.2 0.00
H -2.372312 2.427397 -1.500895 0.0 -0.3 -0.2 0.00
H -4.928202 2.018044 -1.309138 0.1 0.0 0.0 0.00
H -4.082200 2.188228 0.228489 -0.1 -0.2 -0.1 0.00
H -4.574731 0.577029 -0.330172 0.2 0.3 -0.1 0.00
Tb 0.091360 0.016226 0.858377 -1.6 1.1 0.5 6.11
Cl 0.908882 2.418975 1.363342 0.2 0.2 0.1 -0.02
Cl -2.275235 0.433760 2.064441 -1.5 0.3 -1.4 -0.02
H 4.837067 1.421337 -1.975896 -0.1 0.1 0.0 0.00
H 5.197095 1.797471 0.660106 -0.1 -0.1 0.0 0.00
C 3.783619 1.465055 -1.674674 0.5 -0.4 -0.2 0.00
C 4.119991 1.647650 0.797322 -0.5 0.2 -0.1 0.00
N 3.611787 0.883802 -0.344056 0.0 -0.4 0.1 0.00
H 3.168831 0.902854 -2.388026 0.1 0.3 0.1 0.00
C 2.969623 -0.272092 -0.215948 -0.9 0.2 0.8 0.00
O 2.303567 -0.628539 0.808308 1.8 -0.1 -1.2 -0.02
H 3.913306 1.100941 1.721321 0.0 0.2 -0.2 0.00
H 3.020633 -0.938425 -1.099883 -0.3 0.4 0.2 0.00
H 3.466534 2.514490 -1.673561 -0.1 -0.3 0.1 0.00
H 3.618569 2.619440 0.828459 0.1 -0.2 0.2 0.00
H -0.495800 -5.502075 1.526524 -0.1 0.1 -0.2 0.00
H 1.369192 -5.894178 -0.532632 -0.1 0.2 0.0 0.00
C -0.978182 -4.950495 0.707633 0.0 -0.1 -0.1 0.00
C 0.796350 -5.119624 -1.060017 0.1 0.0 0.0 0.00
N 0.028419 -4.300600 -0.128219 0.2 -0.2 0.0 0.00
H -1.637423 -4.187499 1.121980 0.1 -0.2 -0.1 0.00
C 0.305224 -3.020225 0.041317 -1.0 1.2 1.0 0.00
O -0.344269 -2.271027 0.837126 1.3 -1.6 -1.1 -0.02
H 1.493148 -4.473994 -1.607579 -0.2 -0.2 0.1 0.00
H 1.137860 -2.619069 -0.562133 -0.3 -0.1 0.1 0.00
H -1.536177 -5.659772 0.090418 0.0 0.1 0.1 0.00
H 0.126670 -5.620223 -1.770362 0.1 0.2 0.1 0.00
C -1.566943 -1.037455 4.947115 -0.1 -0.2 0.2 0.00
P -0.416061 -0.065836 3.947932 2.0 -0.2 -1.5 -0.01
C -0.262024 1.522591 4.818760 -0.1 -0.2 0.2 0.00
C 1.216262 -0.857052 4.235065 0.0 -0.1 1.3 0.00
H -2.578589 -0.620075 4.851100 0.3 -0.1 0.1 0.00
H -1.237699 -1.024801 5.993637 -0.2 -0.1 -0.1 0.00
H -1.591035 -2.071243 4.576229 0.0 0.3 0.1 0.00
H -0.192619 1.337815 5.897125 0.0 0.3 0.0 0.00
H 0.623734 2.045850 4.442964 -0.2 -0.1 0.1 0.00
H -1.139028 2.130548 4.577169 0.1 -0.1 0.1 0.00
H 1.332955 -0.978365 5.324298 0.7 -0.3 -0.2 0.00
H 1.242723 -1.831788 3.724262 0.0 0.2 0.3 0.00
H 2.012619 -0.219567 3.815525 -0.3 -0.2 0.2 0.00
```
Forces are in eV/Å.

Summary:
Net charge: 0
⟨S²⟩: 12.68
HOMO energy (alpha / beta): -0.232 / -0.231 Eh
HOMO-LUMO gap (alpha / beta): 6.267 / 6.251 eV
Max |F|: 2.5 eV/Å
Electronic energy: -87219.9690 eV
Spin multiplicity: 7